1.
{"formula": "C3H4KO3", "method": "ωB97M-V/def2-TZVPD", "species": ["O", "C", "O", "K", "O", "C", "H", "C", "H", "H", "H"], "coordinates": [[0.471, 0.392, 0.659], [1.436, -0.508, 0.184], [1.148, -1.691, 0.293], [3.699, 2.415, -0.214], [2.472, 0.023, -0.292], [-0.840, 0.024, 0.753], [-1.334, 0.489, 1.609], [-1.608, -0.247, -0.497], [-1.124, -0.992, -1.148], [-2.623, -0.585, -0.251], [-1.696, 0.679, -1.096]], "e_lumo_ev": [-1.23, -1.23], "multiplicity": 2, "gap_ha": [0.18467, 0.24668], "e_homo_ev": [-6.25, -7.95], "largest_force_ev_per_a": 1.52, "e_above_lowest_kcal_mol": 0.0, "molar_mass_g_mol": 127.2, "e_tot_ev": -25642.222}

---

2.
{"formula": "C21H17F3N2O3", "method": "ωB97M-V/def2-TZVPD", "species": ["O", "C", "N", "C", "C", "H", "H", "C", "C", "C", "C", "C", "C", "C", "F", "H", "H", "H", "H", "C", "H", "H", "H", "H", "H", "C", "N", "O", "C", "C", "H", "C", "O", "C", "C", "C", "C", "C", "C", "F", "H", "H", "H", "F", "H", "H"], "coordinates": [[0.614, 1.422, 2.187], [0.786, 1.531, 0.981], [2.012, 1.575, 0.437], [2.369, 1.626, -0.966], [3.894, 1.714, -0.966], [4.333, 1.233, -1.838], [4.214, 2.756, -0.947], [4.304, 1.031, 0.351], [4.405, -0.463, 0.177], [3.327, -1.329, 0.316], [3.476, -2.692, 0.119], [4.707, -3.222, -0.225], [5.797, -2.383, -0.374], [5.626, -1.028, -0.175], [6.701, -0.218, -0.328], [6.771, -2.762, -0.641], [4.821, -4.284, -0.376], [2.622, -3.342, 0.237], [2.359, -0.942, 0.589], [3.184, 1.470, 1.290], [2.989, 0.773, 2.107], [3.409, 2.450, 1.727], [5.271, 1.405, 0.694], [1.901, 2.482, -1.456], [2.020, 0.722, -1.475], [-0.382, 1.626, 0.071], [-0.345, 1.665, -1.240], [-1.614, 1.751, -1.679], [-2.455, 1.769, -0.628], [-1.727, 1.687, 0.523], [-2.055, 1.683, 1.540], [-3.922, 1.822, -0.907], [-4.445, 0.538, -1.214], [-4.386, -0.463, -0.298], [-4.365, -1.771, -0.805], [-4.341, -2.890, 0.000], [-4.326, -2.735, 1.376], [-4.353, -1.467, 1.921], [-4.393, -0.358, 1.093], [-4.453, 0.857, 1.688], [-4.353, -1.310, 2.987], [-4.299, -3.600, 2.019], [-4.326, -3.864, -0.461], [-4.368, -1.927, -2.140], [-4.446, 2.287, -0.067], [-4.099, 2.399, -1.817]], "e_lumo_ev": 0.68, "gap_ha": 0.36158, "e_homo_ev": -9.16, "smiles": "O=C(c1cc(COc2c(F)cccc2F)on1)N1CC[C@H](c2ccccc2F)C1", "largest_force_ev_per_a": 1.04, "e_above_lowest_kcal_mol": 47.6, "molar_mass_g_mol": 402.4, "e_tot_ev": -39326.659}

---

3.
{"formula": "C4H8FN", "method": "ωB97M-V/def2-TZVPD", "species": ["C", "C", "C", "C", "N", "F", "H", "H", "H", "H", "H", "H", "H", "H"], "coordinates": [[-1.519, -0.309, -0.876], [-1.374, -0.802, 0.530], [-0.259, -0.965, -0.478], [1.589, 1.396, 0.419], [1.760, 0.208, -0.384], [0.116, -2.204, -0.846], [-2.021, -0.954, -1.630], [-1.625, 0.826, -1.067], [-1.220, -0.047, 1.308], [-1.842, -1.655, 0.872], [2.489, 1.854, 0.820], [1.148, 2.135, -0.073], [0.885, 1.165, 1.342], [1.872, -0.648, 0.063]], "e_lumo_ev": [1.09, -1.30], "multiplicity": 3, "gap_ha": [0.31143, 0.30297], "e_homo_ev": [-7.38, -9.54], "largest_force_ev_per_a": 5.73, "e_above_lowest_kcal_mol": 49.1, "molar_mass_g_mol": 89.1, "e_tot_ev": -8478.423}

---

4.
{"formula": "C19H50N15O23", "method": "ωB97M-V/def2-TZVPD", "species": ["C", "C", "C", "C", "C", "C", "O", "C", "N", "C", "N", "N", "N", "H", "H", "H", "H", "H", "H", "H", "H", "H", "H", "H", "H", "H", "H", "H", "H", "H", "C", "N", "O", "O", "H", "H", "H", "C", "N", "O", "O", "H", "H", "H", "C", "N", "O", "O", "H", "H", "H", "C", "N", "O", "O", "H", "H", "H", "C", "N", "O", "O", "H", "H", "H", "C", "N", "O", "O", "H", "H", "H", "C", "N", "O", "O", "H", "H", "H", "C", "N", "O", "O", "H", "H", "H", "C", "N", "O", "O", "H", "H", "H", "C", "N", "O", "O", "H", "H", "H", "C", "N", "O", "O", "H", "H", "H"], "coordinates": [[-1.162, 0.662, 1.706], [-1.437, -0.693, 2.418], [-2.861, -1.216, 2.136], [-0.257, -1.664, 2.064], [0.420, -2.144, 3.393], [-0.627, -2.943, 1.322], [-1.275, -2.773, 0.016], [-0.774, -1.839, -0.709], [0.461, -1.482, -0.917], [0.350, -0.458, -1.805], [1.422, 0.157, -2.241], [-0.908, -0.244, -2.135], [-1.637, -1.105, -1.378], [-1.219, 0.508, 0.620], [-1.859, 1.425, 2.049], [-0.125, 0.928, 1.927], [-1.396, -0.450, 3.484], [-3.159, -0.884, 1.133], [-3.000, -2.287, 2.282], [-3.558, -0.725, 2.822], [0.514, -1.076, 1.567], [1.493, -2.252, 3.206], [0.006, -3.099, 3.729], [0.336, -1.393, 4.179], [0.293, -3.514, 1.155], [-1.258, -3.576, 1.943], [1.343, 0.781, -3.037], [2.291, 0.034, -1.734], [-1.255, 0.438, -2.791], [-2.644, -1.134, -1.392], [2.615, 0.430, -6.780], [2.334, 0.805, -5.371], [1.207, 1.195, -5.091], [3.239, 0.696, -4.574], [1.715, 0.573, -7.367], [3.417, 1.068, -7.140], [2.914, -0.616, -6.779], [3.613, 1.685, 1.637], [4.290, 0.876, 0.586], [5.493, 0.826, 0.595], [3.569, 0.307, -0.227], [4.370, 2.125, 2.276], [3.033, 2.455, 1.137], [2.970, 1.016, 2.203], [-0.929, 1.424, 6.245], [-0.229, 1.933, 5.035], [0.975, 1.775, 4.966], [-0.913, 2.475, 4.188], [-0.198, 0.971, 6.904], [-1.410, 2.275, 6.728], [-1.662, 0.692, 5.914], [-0.781, 5.879, 8.205], [-1.445, 4.619, 8.640], [-2.304, 4.695, 9.485], [-1.073, 3.580, 8.107], [-1.207, 6.709, 8.755], [0.280, 5.778, 8.417], [-0.958, 5.992, 7.139], [-0.074, 3.887, -0.690], [1.154, 4.669, -0.379], [1.404, 5.626, -1.077], [1.824, 4.285, 0.563], [-0.567, 4.341, -1.545], [0.240, 2.869, -0.911], [-0.713, 3.917, 0.188], [-1.386, 6.093, -5.097], [-1.626, 6.300, -3.643], [-1.737, 7.434, -3.247], [-1.694, 5.298, -2.945], [-1.350, 7.062, -5.582], [-0.439, 5.571, -5.201], [-2.208, 5.496, -5.482], [0.871, -5.160, -1.740], [0.448, -6.077, -0.643], [0.863, -5.847, 0.476], [-0.285, -6.994, -0.951], [1.517, -4.395, -1.322], [1.399, -5.756, -2.479], [-0.029, -4.721, -2.163], [-3.136, -7.257, -2.203], [-3.739, -7.295, -3.563], [-4.939, -7.439, -3.647], [-2.973, -7.177, -4.504], [-3.925, -7.370, -1.469], [-2.424, -8.074, -2.136], [-2.640, -6.298, -2.095], [4.526, -2.805, -4.018], [3.917, -2.858, -5.376], [2.705, -2.982, -5.445], [4.671, -2.772, -6.318], [3.735, -2.891, -3.281], [5.223, -3.634, -3.939], [5.039, -1.851, -3.927], [-2.225, -8.981, -6.666], [-1.155, -9.491, -7.569], [-0.135, -8.834, -7.656], [-1.378, -10.529, -8.155], [-1.889, -8.059, -6.218], [-3.113, -8.818, -7.270], [-2.402, -9.740, -5.908], [-0.250, 10.781, 8.137], [-0.593, 9.344, 7.957], [-1.137, 8.771, 8.883], [-0.304, 8.837, 6.892], [-0.565, 11.090, 9.127], [0.826, 10.877, 8.023], [-0.776, 11.340, 7.368]], "e_lumo_ev": -2.85, "gap_ha": 0.33984, "e_homo_ev": -12.10, "largest_force_ev_per_a": 2.53, "charge": 1, "molar_mass_g_mol": 856.7, "e_tot_ev": -89921.091}